8
Properties=species:S:1:pos:R:3:forces:R:3:lowdin_charge:R:1 method="wB97M-V/def2-TZVPD" de_lowest_kcal_mol=102.9 e_tot_ha=-370.46019 spin_multiplicity=1 lumo_ev="0.68 / -1.82"
O -3.949165 2.067413 -0.126825 -1.630 0.569 -0.371 -0.074
O -1.954144 1.457741 0.378748 1.294 -0.594 0.406 -0.031
N -1.067100 1.852415 -0.387712 -0.414 -0.437 0.613 -0.110
N 0.344432 0.162508 -0.049270 2.258 -0.219 1.156 0.016
N 0.003843 1.348101 -0.651617 1.536 0.589 -1.230 -0.094
N -4.375738 2.050994 -1.183627 0.051 -0.016 0.001 0.085
H -0.206210 0.029522 0.793853 0.101 -0.212 0.226 0.063
H 1.429635 0.125436 0.172807 -3.196 0.319 -0.801 0.145